C4H8F3O3 | ωB97M-V with the def2-TZVPD basis set

Cartesian coordinates (Å):
1 C -3.34 -1.43 -0.74
2 F -4.16 -2.29 -1.34
3 F -3.14 -0.40 -1.58
4 F -4.00 -0.92 0.32
5 O -2.22 -2.05 -0.40
6 O 0.25 0.09 3.02
7 H -0.61 -0.33 3.12
8 C 2.95 -0.68 0.65
9 O 1.60 -1.05 0.87
10 C 0.66 -0.13 0.62
11 C 0.33 0.77 1.80
12 H 3.56 -1.58 0.48
13 H 3.02 -0.01 -0.21
14 H 3.30 -0.17 1.56
15 H -1.42 -1.42 -0.15
16 H 0.69 0.34 -0.37
17 H -0.62 1.29 1.56
18 H 1.12 1.53 1.90

Results
E_LUMO (alpha / beta) = 0.62 / -0.62 eV
HOMO level (alpha / beta) = -8.65 / -10.37 eV
orbital gap (alpha / beta) = 9.269 / 9.753 eV
spin multiplicity = 2
strongest force on any atom = 0.0596 hartree/bohr
energy relative to the best compared isomer or geometry (same formula, charge and spin) = 0.0 kcal/mol